1.
ORCA calculation (ωB97M-V/def2-TZVPD) on a structure of composition C18H41N2OP3RuS at a distorted geometry.

Computed properties:
gap between HOMO and LUMO (alpha / beta)	6.37 / 4.58	eV
LUMO level (alpha / beta)	-10.2 / -12.5	eV
energy relative to the best compared isomer or geometry (same formula, charge and spin)	0.00	kcal/mol
largest force on an atom	4.46	eV/A
highest occupied orbital energy (alpha / beta)	-16.518 / -17.130	eV

Structure (ORCA input):
```
! wB97M-V def2-TZVPD RIJCOSX def2/J DEFGRID3
* xyz 3 6
H 3.1504 0.1969 -0.8899
H 2.9220 5.1653 0.3558
H -1.2904 -3.4018 -1.9848
H -0.7951 -4.5145 -0.6650
S -1.3259 -0.7267 -2.2883
H -0.6594 2.1598 3.7290
C -0.1449 1.8901 2.7952
P 1.7342 -1.0201 0.6272
H 2.1998 -1.0653 -1.7361
Ru -0.3208 -0.3406 0.0702
H -0.9567 -0.5893 4.4550
C -0.7264 -3.4890 -1.0486
H -0.7495 1.6753 -1.5965
C 3.2078 3.8197 1.8407
H 0.7235 -0.7218 3.8807
N 2.9698 3.6706 3.2072
H -3.8168 -2.7390 0.3084
P -1.4120 -2.3277 0.2055
C 2.7015 -0.0959 1.8836
H -3.4840 -1.0463 -0.1316
H 3.6231 -0.6535 2.1109
H 2.9900 0.8942 1.4937
H 2.4061 5.7443 1.9119
H 0.3210 -3.2543 -1.2665
H -2.1383 -2.9073 2.4757
H -0.3305 2.6739 2.0518
H 3.0872 -2.9102 1.3111
H -2.8349 1.0767 3.1715
H -3.0736 -0.5112 2.3655
N 2.6533 4.9670 1.3098
H -0.0301 -1.8130 -4.5675
C 2.0058 -2.7456 1.1957
H -3.1724 0.9614 -3.5842
C -1.5694 -3.4059 1.6805
H 1.1926 2.5309 0.5483
C 0.7307 2.7603 -0.4287
H -3.4838 1.4906 -6.0031
H -2.1255 0.2858 -7.7306
H -2.1143 -4.3119 1.3789
C -2.5581 0.4973 -4.3499
C 2.7898 -0.8387 -0.8405
H 3.5660 2.9748 3.6321
C -2.7345 0.7614 -5.7090
H 3.6489 -1.5187 -0.7728
H 1.5266 -2.9138 2.1695
H 2.8465 4.5177 3.7460
P -0.7603 0.2752 2.1824
H -0.5840 -3.7018 2.0600
C -0.9690 -0.8140 -6.2633
C -0.4656 1.8328 -0.5495
O 3.7573 2.9607 1.1582
H -0.4993 -1.8868 3.3254
H 0.4406 3.8178 -0.4824
H 0.9342 1.8633 2.9959
H 1.6134 -3.4695 0.4715
H -0.3474 -1.3230 -7.0004
H 1.4773 2.5669 -1.2091
C -0.7657 -1.0859 -4.9138
H 2.1427 0.0272 2.8197
H -3.2977 -2.3166 -1.3539
C -1.9527 0.0977 -6.6663
C -3.1730 -2.0845 -0.2894
H -1.3121 2.1774 0.0710
C -1.5358 -0.4013 -3.9345
H -2.9428 0.9804 1.3838
C -2.5831 0.4701 2.2893
C -0.3265 -0.8376 3.5879
*
```

---

2.
ORCA calculation (ωB97M-V/def2-TZVPD) on a cluster of 8 separate species, C18H41N7O9 in total at a distorted geometry.

Computed properties:
gap between HOMO and LUMO	8.29	eV
LUMO level	-0.2	eV
SMILES string	O=C1CCCO1.CC(N)=O.CC(N)=O.CC(N)=O.CC(N)=O.CC(N)=O.CC(N)=O.CC(N)=O
largest force on an atom	5.22	eV/A
highest occupied orbital energy	-8.449	eV

Structure (ORCA input):
```
! wB97M-V def2-TZVPD RIJCOSX def2/J DEFGRID3
* xyz 0 1
C 0.3060 -1.1923 -0.3376
C -4.0388 -1.9881 1.1457
O -0.1940 1.8222 -3.9635
H -2.4200 2.0658 -1.8855
H -5.1647 -1.0855 2.4355
C 2.5000 0.4906 3.7224
C 3.0295 1.2129 5.9218
H 2.0239 -0.7069 -1.6246
O 5.3596 2.4332 -1.3248
C -0.2897 3.5522 -2.3031
H -1.0196 -0.0318 -6.0548
H 0.7279 3.3751 -1.9551
H 1.1375 0.7186 -0.9423
C 6.8360 3.1159 0.2893
H -1.1641 -4.0472 -2.1075
H -4.1236 -1.3123 -0.9418
C -1.3983 -4.8136 -1.3687
H 7.0185 4.0533 -0.2362
H 3.9832 1.3531 0.3659
H -3.1196 2.1678 3.2763
O -2.3973 -2.6809 -4.6086
N -2.9784 1.7676 2.3598
N -0.0631 -1.1407 0.9403
H -2.7547 -2.3159 -0.5930
O -1.8726 1.9298 0.4204
C -1.6834 -1.6610 -4.7798
C 5.6485 2.4216 -0.1479
H 3.4512 0.3844 6.4909
H -0.6986 -1.6833 -2.9698
H -1.3468 -4.4002 -0.3615
H -3.4920 1.0349 1.8913
N -1.7866 1.7209 -2.5926
O 1.9625 0.0164 2.7329
H 1.0524 1.4036 5.0294
C -0.8429 2.7627 2.4242
H 2.3476 -0.2498 -0.1209
H -1.9924 0.8110 -2.9795
H -2.5176 -0.8875 -6.5731
H -0.2301 3.4444 1.8345
H -0.5199 -5.4571 -1.4191
C 1.4759 -0.3036 -0.7730
H 6.7732 3.2995 1.3618
N -4.7623 -0.9728 1.5160
C -1.8780 2.1197 1.6320
H -0.9299 3.6802 -1.4302
N -3.1883 -5.2701 -2.9437
H -4.3782 -3.0407 -0.6638
H 3.7897 2.8704 4.8852
H 2.8367 2.0681 6.5695
H -0.8969 -1.6650 1.1639
O 3.6468 1.1155 3.6387
H 0.4718 -0.5622 1.5723
H -2.8679 -4.5968 -3.6250
H -3.9847 -5.8579 -3.1445
N 4.7764 1.8830 0.6979
C 1.8573 0.6744 5.1221
C -2.6544 -5.5181 -1.7882
O -0.2116 -1.9474 -1.1622
H -0.3063 4.4234 -2.9579
O -3.6074 -2.8208 1.9470
H 4.9146 1.8699 1.6983
O -3.2563 -6.2707 -1.0578
H -0.4558 -0.3038 -3.7208
C 3.9587 1.7945 4.8412
H -0.1602 2.0066 2.8120
H 1.5828 -0.3210 5.4713
C -3.8062 -2.1686 -0.3468
H 7.6645 2.4160 0.1802
H -5.2400 -0.4994 0.7625
C -1.5475 -0.9850 -6.0857
H -1.0168 -1.6549 -6.7622
C -0.7652 2.3414 -3.0751
N -0.8888 -1.2083 -3.8407
H -1.2366 3.2560 3.3129
H 5.0155 1.7445 5.1036
*
```

---

3.
ORCA calculation (ωB97M-V/def2-TZVPD) on a cluster of 3 separate species, C18H41NO10P2 in total at a distorted geometry.

Computed properties:
gap between HOMO and LUMO	9.60	eV
LUMO level	-0.1	eV
energy relative to the best compared isomer or geometry (same formula, charge and spin)	46.48	kcal/mol
SMILES string	CCOP(=O)(OCC)OCC.CCOP(=O)(OCC)OCC.O=C1NCC[C@H]1CCO
largest force on an atom	7.65	eV/A
highest occupied orbital energy	-9.740	eV

Structure (ORCA input):
```
! wB97M-V def2-TZVPD RIJCOSX def2/J DEFGRID3
* xyz 0 1
H 2.0255 -0.6813 5.2435
H -1.1393 2.4804 -3.7447
C -2.5069 2.8333 0.5604
H 0.6087 0.1870 3.4483
O 0.5326 1.5847 -4.6122
O -1.5221 1.3938 2.3258
O 1.2320 -1.6610 2.8497
H -0.2810 3.2433 -6.5853
O -4.1205 0.3602 -0.3394
C 0.4785 -0.8511 3.7558
H 1.5016 -3.0726 -1.1404
H -0.5861 -1.0713 3.6876
C 1.1544 -3.5996 -0.2494
C 4.8456 2.4119 -2.5240
O 1.7824 0.1325 -3.4141
C 2.2884 -0.2404 -1.0492
O 1.9567 -4.0614 2.6559
H 0.2020 4.1589 -5.1725
O 0.9519 3.0718 -2.7701
H 2.6444 -1.5588 -2.6973
H -1.4136 1.5624 -5.2151
H 3.6999 -0.1614 -2.6918
H -1.5144 4.0597 -5.6066
C 1.8980 -6.3870 1.9630
O 1.2610 -2.6813 0.8366
N -5.9779 1.1345 0.7646
H -0.7143 3.1419 1.6667
H 4.4069 1.8794 -1.6757
H -6.6118 1.7715 0.2801
H 4.2371 3.6809 -4.1408
H 1.8396 -4.4364 -0.0936
C -0.5756 3.5042 -5.5671
H -4.1301 2.6528 2.8484
H 2.3139 0.8296 -0.8095
H 2.5930 -5.5902 3.8276
C -4.6095 1.2374 0.2742
H -5.4769 0.8993 2.7254
P 1.4569 1.7527 -3.2726
H 5.3785 1.6789 -3.1323
H 0.9945 -2.0800 5.4634
P 0.6568 -3.0993 2.3267
H -2.0256 2.1417 -0.1549
H 2.9706 -0.7577 -0.3739
H -2.1198 3.3764 2.6878
H -2.3228 3.8427 0.1571
H 0.8467 -5.5384 3.6365
C -4.7783 2.8795 1.9808
H -1.5424 0.8782 1.5075
C -0.7226 2.2526 -4.7260
H 5.5664 3.1329 -2.1358
H -5.1113 3.8998 2.2177
C -4.0316 2.6228 0.6550
C -1.7280 2.7429 1.8816
C -5.8532 1.7411 2.1249
H -0.3102 -4.7485 -1.3349
H -0.6471 -4.6166 0.3991
O -0.2816 -3.4344 3.4450
H 2.8265 -6.2393 1.4084
H -6.8372 2.0206 2.5157
C -0.2647 -4.0783 -0.4759
H 1.2742 -0.5930 -0.8566
O 2.9003 2.1662 -3.9550
H -0.9310 -3.2329 -0.6560
C 0.9932 -1.0295 5.1696
C 3.7707 3.1075 -3.3369
H 3.2261 3.8150 -2.7094
C 1.7924 -5.4001 3.1098
C 2.6763 -0.4869 -2.4917
H -4.4216 3.2633 -0.1603
H 1.8711 -7.4138 2.3305
H 0.3833 -0.4680 5.8793
H 1.0702 -6.2556 1.2606
*
```